The following is a quantum chemistry calculation of C22H37FeO2Si as an isolated structure in a non-equilibrium geometry, from the Open Molecules 2025 dataset.

Positions of all 63 atoms, in Å:
O -5.571 -4.811 -2.399
C -6.074 -5.819 -1.468
C -6.803 -6.637 -2.544
H -6.750 -5.353 -0.750
H -5.261 -6.362 -0.985
C -6.292 -5.495 -3.474
H -7.893 -6.657 -2.420
H -6.346 -7.615 -2.741
C -7.436 -4.670 -4.027
H -8.134 -4.382 -3.228
H -7.986 -5.269 -4.765
H -7.064 -3.766 -4.520
C -5.370 -5.981 -4.567
H -4.561 -6.598 -4.153
H -4.936 -5.131 -5.104
H -5.934 -6.590 -5.284
Fe 0.227 0.328 0.205
C 2.300 -0.187 -0.323
C 2.031 -0.482 1.061
C 1.235 -1.691 1.090
H 2.476 0.027 1.914
C 0.896 -2.038 -0.248
C 1.528 -1.099 -1.121
H 1.523 -1.161 -2.208
H 3.055 0.513 -0.668
H 1.037 -2.285 1.973
H 0.346 -2.921 -0.556
C 0.438 2.335 -0.578
C 0.468 1.480 -1.733
C -0.799 0.826 -1.840
H 1.287 1.413 -2.444
C -1.646 1.319 -0.804
C -0.883 2.243 -0.008
H -1.277 2.880 0.772
H 1.230 3.000 -0.237
H -1.106 0.150 -2.635
H -2.707 1.120 -0.685
O -2.171 -1.513 -0.208
C -2.406 -2.157 -1.474
C -3.053 -3.497 -1.159
H -1.448 -2.282 -1.994
H -3.051 -1.514 -2.093
C -3.622 -3.314 0.253
H -2.264 -4.260 -1.142
H -3.803 -3.793 -1.892
C -2.633 -2.345 0.876
H -3.735 -4.248 0.804
H -4.606 -2.831 0.188
H -1.765 -2.883 1.294
H -3.067 -1.703 1.653
C 0.649 2.086 3.148
Si -0.446 0.694 2.498
C -0.266 -0.718 3.735
C -2.244 1.209 2.715
H 1.714 1.807 3.105
H 0.391 2.309 4.196
H 0.517 3.005 2.555
H -0.660 -0.389 4.715
H -0.836 -1.601 3.413
H 0.781 -1.031 3.870
H -2.415 1.387 3.791
H -2.504 2.124 2.168
H -2.921 0.412 2.373

The energy above the lowest of the compared OMol25 structures with the same formula, charge and spin comes out at 1.1526 eV. The maximum force is 2.14 eV/A. Its total charge is -1. The spin multiplicity is 5. The energy is -69771.3463 eV.

Atom charges from the Mulliken analysis, given in e for atoms 1 to 4:
1 O -0.39
2 C -0.48
3 C -0.80
4 H 0.29